Record 1
ORCA calculation (ωB97M-V/def2-TZVPD) on a cluster of 11 separate species, C52H125F3N7O21S in total.

Values from the calculation:
Energy in a.u.: -4716.15916

Structure (ORCA input):
```
! wB97M-V def2-TZVPD RIJCOSX def2/J DEFGRID3
* xyz 3 1
S 4.071 -4.915 4.784
F 4.983 -3.503 6.898
F 4.997 -5.638 7.205
F 3.083 -4.698 7.291
O 5.575 0.144 -3.569
O 3.971 -2.829 0.208
O 0.305 0.728 2.721
O 5.345 -4.756 4.072
O 4.627 0.779 1.987
O -0.098 -11.306 4.094
O 0.488 -1.189 1.643
O 2.025 0.478 7.080
O -0.691 -7.096 3.483
O 2.181 -1.273 -2.471
O -2.840 -4.766 -3.251
O -5.353 -0.154 -3.129
O 3.552 -6.276 4.695
O 1.698 -3.011 -3.699
O -1.420 -3.735 1.186
O 3.117 -3.936 4.270
O -2.431 -2.560 -3.287
O -0.928 -0.914 6.143
O 1.084 8.608 -0.809
O 2.511 6.041 2.124
O -1.032 2.532 -1.950
N -5.182 5.627 -5.955
N 3.845 0.502 -1.186
N 1.025 -2.939 -0.385
N 1.400 -0.797 4.754
N -2.491 0.339 -3.434
N 0.916 -9.349 2.136
N 3.602 7.564 -0.394
C -0.460 3.837 -1.710
C -8.044 5.757 -6.821
C -3.346 0.637 -2.157
C -6.524 0.027 -3.969
C -4.749 -3.395 -3.363
C -4.496 4.790 -3.475
C 2.932 -0.585 5.070
C 1.737 8.100 -1.948
C -5.796 6.882 -6.641
C 5.999 -0.393 -2.266
C 4.296 -4.646 6.663
C -5.261 5.850 -4.429
C -3.763 5.490 -6.504
C -0.179 8.133 -0.567
C -2.116 -0.197 6.234
C -7.377 7.002 -6.309
C -0.954 0.260 -3.144
C 2.780 -1.174 -4.791
C 1.368 -8.192 3.096
C 6.404 1.306 -3.785
C 0.599 -6.953 2.845
C 3.238 8.088 -1.770
C -0.430 -11.619 5.443
C -1.043 0.500 0.845
C -0.945 -10.305 3.562
C 3.636 5.669 1.311
C -4.743 0.991 -2.612
C 3.761 1.565 1.208
C 1.882 -4.212 -0.301
C 2.638 5.840 3.511
C -0.505 -9.871 2.179
C -0.351 -3.317 -1.022
C -3.222 -3.570 -3.294
C 2.925 0.837 0.009
C 4.021 -2.945 1.605
C 5.336 0.215 -0.997
C -0.768 -1.950 5.222
C 3.164 -0.238 6.584
C -0.362 1.707 -2.952
C 2.190 -1.828 -3.582
C -5.984 4.318 -6.297
C 0.005 -0.084 1.831
C -7.555 4.455 -6.092
C -1.270 -4.221 -0.130
C -4.470 5.121 -2.019
C 3.412 -3.955 -0.442
C 2.117 0.918 8.454
C -1.701 -6.131 3.189
C 5.293 1.521 2.931
C -2.407 -2.736 1.372
C 0.719 -2.178 4.840
C 3.301 6.038 -0.181
H 1.587 -2.445 -1.064
H -0.537 -10.673 1.442
H 2.969 -2.892 1.884
H -2.257 -4.296 -0.587
H 1.625 -4.856 -1.142
H -9.103 5.931 -6.632
H -6.564 -0.723 -4.759
H 4.026 -4.831 -0.236
H -7.324 -0.100 -3.239
H -1.234 -2.841 5.642
H -3.436 -0.206 -1.472
H 7.052 -0.501 -2.007
H -1.306 -12.264 5.377
H -5.297 -4.309 -3.589
H 5.882 2.348 2.534
H 1.306 -8.564 4.119
H 3.004 1.545 8.550
H 4.580 1.943 3.638
H 3.528 -1.795 -5.284
H 1.155 -9.210 1.165
H -2.673 -2.461 2.393
H -7.611 7.195 -5.262
H 3.285 -0.253 -4.498
H -0.917 -0.358 -2.247
H 0.607 1.580 -2.469
H -5.711 6.604 -7.692
H -5.017 -2.809 -4.242
H -3.480 4.536 -3.777
H 5.330 -0.493 -0.169
H 6.149 2.172 -3.175
H 2.661 4.800 3.836
H -2.330 0.342 5.311
H -4.751 1.778 -3.366
H 5.717 -1.445 -2.264
H 3.629 -3.925 -1.509
H -2.811 -0.580 -3.704
H 0.548 -6.613 1.810
H -4.672 6.762 -4.334
H 2.022 -1.008 -5.557
H 1.705 6.288 3.856
H 4.532 7.806 -0.081
H -0.223 2.215 -3.907
H -1.930 -10.766 3.485
H 3.840 1.310 -1.792
H -1.054 -9.037 1.742
H -2.014 0.577 1.334
H 3.280 -1.546 4.691
H -0.295 7.061 -0.726
H 2.108 1.451 -0.371
H -2.158 -1.789 0.894
H -0.877 8.840 -1.016
H 1.243 7.157 -2.182
H -0.507 -0.289 -3.972
H -0.757 -2.317 -1.173
H -5.528 3.468 -5.789
H -1.067 -0.095 -0.067
H -3.248 4.582 -6.191
H -7.945 5.670 -7.903
H -2.113 -6.168 2.181
H 3.354 -0.254 -1.641
H 0.937 -2.705 3.912
H -5.505 5.125 -1.677
H 3.602 9.114 -1.716
H 4.004 0.453 6.512
H -6.309 5.941 -4.143
H 1.502 -10.143 2.353
H -5.130 3.928 -3.687
H -4.006 6.080 -1.788
H -1.314 -1.816 4.288
H 1.155 -2.633 5.730
H 4.427 -2.028 2.032
H -0.123 -3.752 -1.995
H 6.034 0.885 3.415
H -0.283 8.122 0.518
H 3.767 4.601 1.481
H 0.329 -12.272 5.873
H 1.053 -2.359 0.441
H -1.414 -5.081 3.242
H 1.213 -0.324 3.881
H 4.022 5.646 -0.899
H 1.238 1.534 8.642
H 2.161 0.001 9.042
H 2.318 5.800 -0.587
H -5.752 4.216 -7.357
H 3.017 1.895 1.933
H -2.113 0.480 7.089
H 4.537 -3.824 1.990
H -0.584 4.440 -2.610
H 5.707 1.184 -0.663
H 2.420 -8.061 2.843
H -2.624 0.887 -4.272
H 7.457 1.066 -3.635
H -2.881 -0.966 6.335
H 6.224 1.621 -4.812
H -6.672 0.959 -4.515
H -0.857 1.509 0.475
H -1.031 -9.396 4.157
H -7.764 7.889 -6.810
H 0.994 -6.100 3.397
H 1.412 8.742 -2.766
H -3.349 -3.056 0.927
H 0.865 -0.247 5.410
H 4.554 6.139 1.662
H -2.931 1.481 -1.607
H -3.612 5.605 -7.578
H -0.874 4.269 -0.799
H -5.360 1.367 -1.796
H 3.329 0.197 4.422
H -2.544 -6.241 3.872
H -0.536 -10.841 6.200
H 3.389 6.515 3.921
H 3.434 -1.107 7.184
H 0.612 3.704 -1.568
H -5.122 -2.804 -2.526
H 3.103 8.052 0.336
H 4.265 2.429 0.776
H -3.194 6.239 -5.952
H -8.077 3.594 -6.510
H 3.806 7.483 -2.477
H -0.933 -5.258 -0.135
H 1.674 -4.654 0.673
H 2.530 -0.136 0.301
H -3.945 4.346 -1.461
H -7.899 4.419 -5.058
H -5.194 7.745 -6.355
*
```

=====

Record 2
ORCA calculation (ωB97M-V/def2-TZVPD) on a structure of composition C6H18F18O27S6Zn2.

Values from the calculation:
Energy in a.u.: -10015.85413

Structure (ORCA input):
```
! wB97M-V def2-TZVPD RIJCOSX def2/J DEFGRID3
* xyz -2 1
Zn 0.070 -1.295 -4.836
Zn -3.682 2.433 2.198
S -0.557 6.523 3.359
S -2.171 1.289 7.389
S 5.374 -1.091 -5.755
S -3.788 5.470 -2.266
S -6.219 -1.914 0.344
S 0.665 -0.301 0.353
F -7.745 -0.338 -1.048
F -8.506 -0.848 0.899
F -4.800 6.143 -4.794
F -8.649 -2.385 -0.729
F 1.188 5.916 1.404
F -0.095 -2.783 0.982
F -1.155 -1.161 7.188
F 1.747 4.913 3.311
F 6.807 -3.109 -4.888
F 1.193 -1.818 2.566
F 7.826 -1.152 -4.721
F -4.650 4.019 -4.274
F -6.206 5.190 -3.420
F 2.072 -2.651 0.751
F 0.400 0.418 7.304
F -0.700 -0.329 9.109
F 2.172 7.000 3.145
F 6.238 -1.656 -3.324
O 2.946 -5.920 6.329
O 4.038 -1.422 -5.188
O -5.445 -2.267 -0.845
O 5.641 -1.768 -7.051
O -6.436 -3.044 1.259
O 0.269 -4.421 -3.589
O -0.397 0.343 1.057
O -0.457 6.758 4.801
O -1.539 5.448 3.073
O 4.033 -5.918 -2.557
O 0.144 1.605 -6.150
O -2.012 -7.360 -1.630
O 0.369 -0.598 -1.033
O 6.125 1.721 2.746
O -4.017 6.811 -1.799
O -2.464 1.239 5.920
O -3.313 1.036 8.315
O -3.279 -1.260 -4.630
O -4.187 4.421 -1.311
O 1.963 0.417 0.400
O 6.000 -4.330 3.650
O -5.599 -0.730 1.051
O -2.417 5.406 -2.734
O -1.524 2.560 7.818
O -0.980 7.760 2.640
O 5.552 0.343 -5.801
O 2.269 4.246 -2.962
C -4.908 5.226 -3.787
C 0.962 -2.029 1.235
C -7.936 -1.308 -0.182
C 6.657 -1.817 -4.572
C -0.793 0.003 7.793
C 1.273 6.018 2.739
H 3.491 -5.583 5.617
H 3.805 -6.568 -1.893
H -3.674 -1.639 -3.845
H -0.397 -5.019 -3.249
H 1.042 -4.592 -3.051
H -2.463 -7.419 -0.788
H 4.947 -5.698 -2.374
H 5.288 1.590 2.301
H 0.329 1.620 -7.089
H 3.570 -6.283 6.958
H 0.573 2.390 -5.809
H 1.567 4.688 -2.486
H -4.023 -1.046 -5.194
H -2.276 -8.151 -2.100
H 5.403 -3.929 3.018
H 6.844 -3.912 3.482
H 2.710 3.712 -2.300
H 5.899 2.182 3.554
*
```

=====

Record 3
ORCA calculation (ωB97M-V/def2-TZVPD) on the molecule C4H9N3.

Values from the calculation:
Energy relative to the best compared isomer or geometry (same formula, charge and spin) in kJ/mol: 281.6
Energy in a.u.: -321.98310

Structure (ORCA input):
```
! wB97M-V def2-TZVPD RIJCOSX def2/J DEFGRID3
* xyz 0 1
N 1.750 -1.243 -0.229
N 0.459 -0.983 0.297
N -1.742 -1.422 -0.968
C -0.798 -0.865 -0.387
C 0.334 1.371 -0.798
C -0.802 0.872 1.467
C -0.184 0.329 0.166
H 1.686 -1.902 -1.003
H -1.671 1.486 1.242
H -0.050 1.475 1.973
H -1.582 -2.379 -1.279
H 1.147 1.923 -0.330
H 0.711 0.901 -1.704
H -0.468 2.051 -1.076
H 2.303 -1.668 0.512
H -1.094 0.052 2.117
*
```

=====

Record 4
ORCA calculation (ωB97M-V/def2-TZVPD) on a cluster of 2 separate species, C5H10FN3 in total.

Values from the calculation:
Energy relative to the best compared isomer or geometry (same formula, charge and spin) in kJ/mol: 365.9
Energy in a.u.: -460.42643

Structure (ORCA input):
```
! wB97M-V def2-TZVPD RIJCOSX def2/J DEFGRID3
* xyz 0 1
F -0.666 -2.600 0.807
N 1.985 0.097 -0.378
N -2.608 -0.281 -0.858
N -1.783 -0.886 -0.157
C 2.310 -1.096 -1.106
C -2.770 1.182 -0.468
C 1.447 -0.040 0.753
C 0.880 1.255 1.159
C -0.805 -1.478 0.147
H 1.260 -0.947 1.349
H 1.774 -2.086 -0.686
H 1.010 1.411 2.214
H -0.130 1.314 0.951
H -3.550 1.131 0.372
H 1.335 2.102 0.692
H -1.806 1.715 -0.325
H -3.339 1.615 -1.282
H 2.145 -1.048 -2.105
H 3.311 -1.362 -1.081
*
```

=====

Record 5
ORCA calculation (ωB97M-V/def2-TZVPD) on a structure of composition C6H7Cl2NO4RuYb.

Values from the calculation:
Energy in a.u.: -2760.65167
⟨S²⟩: 12.0313

Structure (ORCA input):
```
! wB97M-V def2-TZVPD RIJCOSX def2/J DEFGRID3
* xyz 4 7
Yb -0.491 -0.152 -1.120
Ru -0.172 -1.225 -5.687
Cl -0.928 0.130 -3.879
Cl 1.102 -1.747 -1.929
O 0.409 -3.270 -7.797
O -0.969 0.546 -7.929
O -1.053 -2.822 1.476
O 0.027 0.391 1.043
N 0.311 1.010 3.237
C -0.645 -0.091 -6.991
C 0.255 0.112 2.246
C -1.355 -2.077 0.675
C 0.196 -2.460 -6.969
C 0.907 0.633 4.527
C -0.219 2.344 3.029
H 0.971 1.477 5.217
H 0.343 -0.186 4.999
H -1.289 2.301 2.825
H 1.920 0.233 4.360
H -0.044 2.954 3.912
H 0.263 2.817 2.172
H 0.463 -0.914 2.582
*
```

=====

Record 6
ORCA calculation (ωB97M-V/def2-TZVPD) on a structure of composition C42H41Cl2N4O4STeTi.

Values from the calculation:
Energy relative to the best compared isomer or geometry (same formula, charge and spin) in kJ/mol: 221.3
Energy in a.u.: -4580.24818

Structure (ORCA input):
```
! wB97M-V def2-TZVPD RIJCOSX def2/J DEFGRID3
* xyz 3 1
Te -1.654 1.942 1.295
Ti 0.664 -1.564 -0.749
Cl 4.264 -0.505 -0.538
Cl 3.538 -4.568 -4.157
S 2.406 -3.063 -1.675
O -0.294 0.120 -0.171
O 1.272 -0.226 -1.885
O 1.530 -1.810 0.849
O -1.179 0.109 0.966
N 3.761 0.604 2.477
N -0.956 -2.591 0.259
N 2.031 2.079 -0.853
N -0.333 -2.281 -2.473
C 3.244 -0.564 2.489
C 0.915 1.836 -2.975
C -2.182 -2.904 -0.524
C -3.965 0.156 4.455
C -0.708 0.539 -4.792
C -5.247 1.186 -0.941
C -3.793 1.072 5.493
C 4.786 -1.559 -1.865
C 6.535 -2.085 -3.397
C 0.258 -1.177 4.737
C 1.465 -0.664 4.282
C -2.536 1.492 3.090
C -0.202 -0.176 -3.715
C -3.341 0.363 3.237
C -1.057 -2.660 1.538
C 2.094 2.230 1.590
C -0.986 2.624 -6.206
C -0.540 -1.601 -3.536
C 2.738 2.708 0.268
C -4.670 3.514 -1.259
C -0.107 -2.123 2.516
C 1.133 -1.654 2.106
C -4.119 0.996 -0.162
C 4.470 -3.309 -3.409
C -2.343 2.408 4.118
C 1.644 2.580 -1.973
C -0.224 -0.943 6.149
C -1.989 -3.927 -1.633
C 5.734 -3.084 -3.928
C -5.525 2.443 -1.475
C 0.379 2.521 -4.078
C 0.660 0.471 -2.833
C 3.072 1.902 2.725
C 6.050 -1.306 -2.362
C -3.525 3.338 -0.489
C -0.702 -3.718 -2.431
C -0.507 -1.916 3.829
C 3.957 -2.565 -2.331
C 1.918 -0.931 2.984
C -0.424 1.894 -5.009
C -3.280 2.082 0.058
C -2.987 2.190 5.330
H 0.467 -0.315 6.709
H -4.604 -0.708 4.595
H 2.689 3.790 0.170
H -5.918 0.358 -1.126
H 1.860 1.078 -0.761
H -2.863 2.897 6.140
H 7.530 -1.916 -3.786
H -0.748 3.686 -6.171
H -1.465 -2.313 4.154
H -1.356 0.024 -5.497
H -2.976 -3.225 0.149
H -3.480 -0.342 2.429
H 6.079 -3.694 -4.752
H 3.869 -1.350 2.068
H -0.772 -4.120 -3.439
H -2.488 -1.953 -0.962
H 1.831 3.640 -2.136
H -6.422 2.585 -2.063
H -1.203 -0.458 6.149
H -4.891 4.484 -1.685
H 6.645 -0.507 -1.940
H 1.414 2.998 1.960
H 0.603 3.578 -4.195
H 0.119 -4.236 -1.945
H -0.984 -2.108 -4.392
H -3.902 0.021 0.255
H 4.722 0.653 2.146
H -4.298 0.911 6.437
H -1.716 3.284 3.992
H 1.490 1.338 1.395
H -0.575 2.218 -7.132
H 3.847 2.657 2.830
H -1.981 -3.062 1.954
H -2.071 2.521 -6.258
H 2.544 1.847 3.671
H -2.858 4.177 -0.322
H -1.970 -4.937 -1.224
H 3.787 2.416 0.191
H -0.326 -1.887 6.688
H 2.094 -0.104 4.968
H -2.862 -3.855 -2.282
*
```